1.
Density functional theory data (the ωB97M-V functional and the def2-TZVPD basis) for 3 unconnected molecules or ions with the total composition C3H9N5O in a non-equilibrium geometry.

Last column: natural (NBO) charge in e.
Positions of all 18 atoms, in Å:
C 2.05 -0.84 -0.24  -0.740
N -0.74 -0.65 0.60  -0.298
C 1.54 0.21 0.69  0.488
N -1.42 0.30 1.39  -0.677
O 1.53 0.19 1.89  -0.566
H -0.22 -1.34 1.12  0.393
H -1.79 -0.15 2.23  0.358
H -2.22 0.69 0.87  0.390
H 1.37 -0.87 -1.09  0.251
H 3.03 -0.55 -0.61  0.241
H 2.09 -1.82 0.24  0.219
C -0.01 2.10 -1.20  0.044
N -1.21 -1.13 -0.58  0.015
N -0.42 1.33 -1.95  -0.313
N -2.33 -0.67 -0.93  -0.469
H -2.56 -1.04 -1.85  0.340
H 1.30 1.22 0.05  0.076
H 0.02 3.02 -0.64  0.248

Summary:
Molecular weight ... 131.1 g/mol
Largest force on an atom ... 2.950 eV/Å
E_LUMO ... 1.0 eV
Total energy ... -12750.3524 eV
SMILES ... [H]/N=N/NN.CC=O.C#N
Spin multiplicity ... 1
Energy relative to the best compared isomer or geometry (same formula, charge and spin) ... 100.01 kcal/mol
Kohn-Sham gap ... 9.789 eV



2.
Density functional theory data (the ωB97M-V functional and the def2-TZVPD basis) for 16 unconnected molecules or ions with the total composition C31H49B2Cl45N5O3S2 in a non-equilibrium geometry.

Last column: Löwdin charge in e.
Positions of all 137 atoms, in Å:
C 5.48 -2.50 1.79  -0.163
C 4.56 -1.14 1.60  -0.129
B 4.00 -0.94 0.04  -0.362
O 3.72 -2.11 -0.82  0.042
N 3.81 0.53 -0.39  0.153
B 5.00 1.30 -0.96  -0.375
C 5.26 1.39 -2.59  -0.024
O 5.95 1.96 0.01  0.048
C 2.58 1.14 -0.20  -0.140
N 1.49 0.25 0.42  0.158
C 0.37 1.29 0.49  -0.053
C -1.00 0.72 1.18  -0.129
C -2.37 1.54 0.81  -0.263
C -3.64 0.49 1.00  -0.467
S -3.92 -0.31 -0.67  0.767
C -4.52 -2.10 -0.49  -0.922
S -6.21 -2.28 -0.16  0.594
N -3.66 -3.33 -0.64  -0.222
C -3.58 -4.15 0.63  -0.257
C -3.67 -3.29 2.03  -0.151
C -2.30 -3.04 -1.23  -0.265
C -2.44 -2.64 -2.85  -0.108
N 0.78 2.63 -0.07  -0.079
C -0.09 3.87 -0.12  -0.125
C -0.78 4.12 -1.62  -0.143
C -1.80 5.43 -1.60  -0.208
O -2.91 5.23 -0.63  -0.194
N 2.12 2.55 -0.50  0.128
H 6.22 -2.58 0.89  0.069
H 4.75 -3.42 1.91  0.034
H 6.09 -2.43 2.81  0.054
H 5.31 -0.23 1.77  0.113
H 3.72 -1.05 2.41  0.110
H 2.77 -2.10 -1.13  0.067
H 6.11 2.19 -2.76  0.086
H 4.28 1.63 -3.20  0.089
H 5.65 0.33 -2.97  0.109
H 6.62 2.52 -0.50  0.126
H -1.15 -0.39 0.77  0.116
H -0.82 0.58 2.35  0.118
H -2.52 2.35 1.68  0.110
H -2.37 2.10 -0.21  0.096
H -3.33 -0.31 1.83  0.087
H -4.62 1.02 1.44  0.016
H -2.54 -4.74 0.65  0.130
H -4.41 -5.00 0.55  0.086
H -4.76 -2.88 2.26  0.068
H -2.87 -2.43 2.11  0.070
H -3.41 -4.05 2.91  0.028
H -1.68 -4.06 -1.23  0.128
H -1.65 -2.27 -0.62  0.097
H -2.34 -1.45 -2.93  0.064
H -3.57 -2.87 -3.14  0.095
H -1.69 -3.21 -3.54  0.042
H 0.64 4.80 0.03  0.149
H -0.90 3.93 0.73  0.133
H 0.08 4.42 -2.40  0.125
H -1.32 3.16 -2.03  0.122
H -1.18 6.36 -1.22  0.133
H -2.20 5.72 -2.67  0.139
H -2.69 5.69 0.23  0.100
H 2.70 3.33 -0.94  0.198
C 9.14 -2.05 3.33  -1.508
Cl 8.77 -1.37 1.73  0.494
Cl 8.45 -3.67 3.49  0.530
Cl 10.89 -2.08 3.60  0.534
H 8.68 -1.40 4.08  0.022
C -6.31 5.69 -1.94  -1.515
Cl -6.96 6.79 -0.71  0.532
Cl -7.38 4.30 -2.16  0.555
Cl -6.08 6.55 -3.48  0.543
H -5.34 5.33 -1.60  -0.020
C -6.75 3.68 1.61  -1.499
Cl -6.85 1.95 1.97  0.575
Cl -7.43 4.64 2.94  0.514
Cl -5.07 4.15 1.30  0.554
H -7.33 3.88 0.71  -0.022
C -8.74 9.33 -3.11  -1.567
Cl -10.07 8.18 -3.34  0.517
Cl -8.06 9.81 -4.67  0.521
Cl -9.30 10.75 -2.21  0.511
H -7.96 8.84 -2.53  -0.046
C 2.41 -2.45 -4.22  -1.523
Cl 1.09 -3.61 -4.45  0.534
Cl 3.10 -1.97 -5.79  0.545
Cl 1.86 -1.03 -3.33  0.544
H 3.20 -2.94 -3.64  -0.007
C 2.03 1.66 3.90  -1.550
Cl 0.45 2.43 4.10  0.533
Cl 3.31 2.89 3.89  0.528
Cl 2.32 0.48 5.18  0.543
H 2.04 1.14 2.94  -0.024
C 4.41 -6.59 2.58  -1.509
Cl 4.91 -6.41 4.27  0.529
Cl 2.91 -5.69 2.27  0.519
Cl 5.70 -6.05 1.48  0.485
H 4.22 -7.65 2.39  0.022
C -6.40 10.89 -8.20  -1.548
Cl -5.13 9.67 -8.44  0.506
Cl -5.81 12.50 -8.64  0.520
Cl -7.85 10.47 -9.13  0.518
H -6.66 10.90 -7.14  -0.019
C -9.87 7.76 1.52  -1.532
Cl -10.51 8.85 2.76  0.533
Cl -10.94 6.36 1.31  0.522
Cl -9.64 8.61 -0.01  0.486
H -8.89 7.39 1.86  -0.010
C -5.77 -6.30 2.96  -1.516
Cl -6.40 -6.96 1.44  0.535
Cl -6.47 -7.16 4.34  0.535
Cl -4.00 -6.42 2.99  0.562
H -6.05 -5.25 3.02  0.017
C -9.09 4.62 6.99  -1.528
Cl -9.45 5.29 5.39  0.487
Cl -9.77 2.99 7.15  0.523
Cl -7.34 4.58 7.27  0.512
H -9.54 5.26 7.75  0.020
C 10.14 -3.48 -1.47  -1.548
Cl 10.64 -3.29 0.22  0.472
Cl 8.64 -2.58 -1.77  0.491
Cl 11.43 -2.94 -2.56  0.538
H 9.95 -4.54 -1.66  -0.099
C 9.34 -7.38 -0.43  -1.482
Cl 8.02 -8.53 -0.65  0.481
Cl 10.03 -6.90 -1.99  0.588
Cl 8.79 -5.96 0.47  0.512
H 10.13 -7.87 0.16  -0.070
C 9.87 -11.41 1.29  -1.497
Cl 10.62 -9.81 1.40  0.572
Cl 8.14 -11.27 0.93  0.498
Cl 10.68 -12.40 0.06  0.535
H 9.98 -11.91 2.26  0.022
C 4.76 -6.57 -2.57  -1.499
Cl 3.18 -5.80 -2.37  0.521
Cl 6.04 -5.35 -2.58  0.514
Cl 5.05 -7.76 -1.28  0.484
H 4.77 -7.09 -3.53  0.025

Summary:
Molecular weight ... 2220.9 g/mol
Net charge ... +1
Largest force on an atom ... 8.890 eV/Å
E_LUMO ... -3.2 eV
Total energy ... -633052.6481 eV
Spin multiplicity ... 1
Kohn-Sham gap ... 7.019 eV



3.
Density functional theory data (the ωB97M-V functional and the def2-TZVPD basis) for 2 unconnected molecules or ions with the total composition C27H34F6N5 in a non-equilibrium geometry.

Last column: Löwdin charge in e.
Positions of all 72 atoms, in Å:
C -0.10 -2.39 -0.46  -0.078
N 0.55 -3.64 -0.70  -0.101
C -0.28 -4.81 -0.80  -0.171
C 0.41 -5.82 -1.68  -0.164
C 1.82 -6.05 -1.19  -0.171
N 2.56 -4.80 -1.14  -0.046
C 3.96 -4.98 -0.84  -0.164
C 4.66 -3.64 -0.67  -0.177
C 3.89 -2.47 -1.24  -0.254
N 2.51 -2.44 -0.82  0.038
C 1.92 -3.61 -0.88  -0.323
H 0.64 -1.61 -0.68  0.017
H -0.95 -2.25 -1.13  0.083
H -0.41 -2.25 0.58  0.105
H -0.44 -5.22 0.21  0.130
H -1.26 -4.53 -1.21  0.124
H -0.15 -6.75 -1.65  0.123
H 0.41 -5.46 -2.72  0.128
H 1.79 -6.51 -0.19  0.134
H 2.33 -6.74 -1.87  0.129
H 4.08 -5.53 0.11  0.124
H 4.44 -5.61 -1.61  0.128
H 4.80 -3.48 0.40  0.110
H 5.63 -3.69 -1.16  0.113
H 4.36 -1.55 -0.88  0.099
H 4.00 -2.50 -2.35  0.119
C -4.88 3.08 -2.78  -0.034
N -4.28 1.79 -3.02  -0.103
C -4.91 0.94 -4.03  -0.024
C -5.96 0.07 -3.37  -0.526
F -6.52 -0.86 -4.19  0.143
F -5.42 -0.60 -2.29  0.117
F -6.96 0.87 -2.86  0.117
C -3.18 1.44 -2.30  -0.190
C -2.27 0.43 -2.72  0.023
C -1.10 0.20 -2.02  -0.002
C -0.79 0.91 -0.82  -0.185
C 0.49 0.80 -0.19  0.100
C 0.89 1.64 0.88  -0.195
C 1.78 1.17 1.89  0.016
C 1.92 1.86 3.07  -0.003
C 1.23 3.09 3.25  -0.212
N 1.22 3.73 4.50  -0.121
C 1.16 2.81 5.65  -0.044
C 2.23 4.81 4.63  -0.043
C 1.66 6.19 4.51  -0.538
F 2.64 7.16 4.55  0.124
F 0.98 6.39 3.34  0.101
F 0.78 6.43 5.54  0.118
C 0.55 3.69 2.17  0.019
C 0.40 2.99 1.00  -0.014
C -1.85 1.71 -0.28  0.008
C -2.94 2.07 -1.05  0.019
H -4.11 3.88 -2.78  0.112
H -5.59 3.30 -3.58  0.101
H -5.38 3.12 -1.80  0.104
H -5.44 1.62 -4.71  0.150
H -4.21 0.29 -4.55  0.136
H -2.50 -0.12 -3.63  0.116
H -0.38 -0.54 -2.38  0.125
H 1.26 0.14 -0.59  0.124
H 2.27 0.18 1.78  0.133
H 2.52 1.45 3.90  0.129
H 1.08 1.76 5.32  0.082
H 2.05 2.92 6.27  0.091
H 0.26 3.01 6.25  0.097
H 2.67 4.74 5.63  0.140
H 2.98 4.72 3.84  0.150
H 0.07 4.66 2.30  0.120
H -0.19 3.43 0.19  0.125
H -1.79 2.11 0.72  0.122
H -3.64 2.82 -0.66  0.116

Summary:
Molecular weight ... 542.6 g/mol
Net charge ... +1
Largest force on an atom ... 2.039 eV/Å
E_LUMO ... -4.8 eV
Total energy ... -52299.5791 eV
Spin multiplicity ... 1
Energy relative to the best compared isomer or geometry (same formula, charge and spin) ... 37.05 kcal/mol
Kohn-Sham gap ... 5.222 eV



4.
Density functional theory data (the ωB97M-V functional and the def2-TZVPD basis) for 2 unconnected molecules or ions with the total composition C2H3F in a non-equilibrium geometry.

Last column: natural (NBO) charge in e.
Positions of all 6 atoms, in Å:
C 0.69 -0.21 0.13  -0.594
C -0.46 0.40 0.13  0.457
F -0.90 1.53 0.60  -0.307
H 0.78 -1.15 -0.39  0.240
H 1.59 0.17 0.60  0.223
H -1.69 -0.74 -1.06  -0.018

Summary:
Molecular weight ... 46.0 g/mol
Largest force on an atom ... 3.835 eV/Å
E_LUMO (alpha / beta) ... -0.4 / -0.4 eV
Total energy ... -4834.9723 eV
Spin multiplicity ... 1
Energy relative to the best compared isomer or geometry (same formula, charge and spin) ... 96.59 kcal/mol
Kohn-Sham gap (alpha / beta) ... 9.944 / 9.597 eV